Here is C23H25AuFN2OS as an isolated structure at a distorted geometry from the Open Molecules 2025 dataset. Energies are from ωB97M-V/def2-TZVPD.

Computed properties:
net charge = 0
multiplicity = 2
maximum force = 3.3 eV Å⁻¹
orbital gap (alpha / beta) = 7.58 / 5.05 eV

CARTESIAN COORDINATES (ANGSTROEM)
Au (0.2817, 0.3236, -0.0804)
C (1.8683, -2.0257, -2.8506)
C (3.3044, -2.1667, -2.3479)
C (3.7153, -3.6454, -2.4093)
C (3.6600, -1.6098, -0.9806)
C (5.0193, -1.3987, -0.7670)
C (5.5088, -0.9265, 0.4327)
C (4.6264, -0.6241, 1.4535)
C (3.2645, -0.7978, 1.2861)
C (2.3291, -0.4434, 2.4180)
C (2.7057, -1.1484, 3.7212)
C (2.3295, 1.0758, 2.6233)
C (2.7755, -1.2947, 0.0623)
N (1.3921, -1.4180, -0.1225)
C (0.8048, -2.6148, -0.0122)
C (1.4836, -3.7641, 0.4614)
C (0.8363, -4.9696, 0.5983)
C (-0.5085, -5.0933, 0.2692)
C (-1.2040, -3.9927, -0.2157)
C (-0.5577, -2.7907, -0.3559)
F (-1.2401, -1.7491, -0.8762)
H (1.8648, -2.1057, -3.9363)
H (1.4299, -1.0683, -2.5806)
H (1.2325, -2.8188, -2.4657)
H (3.9422, -1.6188, -3.0538)
H (3.0755, -4.2475, -1.7678)
H (4.7463, -3.7774, -2.0916)
H (3.6192, -4.0096, -3.4288)
H (5.7105, -1.6089, -1.5719)
H (6.5723, -0.7944, 0.5730)
H (5.0083, -0.2495, 2.3921)
H (1.3164, -0.7597, 2.1525)
H (3.7007, -0.8591, 4.0496)
H (2.6756, -2.2285, 3.5975)
H (1.9959, -0.8760, 4.4992)
H (3.2989, 1.4097, 2.9853)
H (1.5663, 1.3608, 3.3458)
H (2.1200, 1.5895, 1.6853)
H (2.5231, -3.6671, 0.7346)
H (1.3755, -5.8283, 0.9703)
H (-1.0169, -6.0352, 0.3894)
H (-2.2451, -4.0651, -0.4893)
O (-1.0591, 0.0400, 1.7303)
N (-1.1326, 1.2283, 2.3353)
C (-1.5549, 1.2463, 3.6604)
C (-2.1943, 2.3186, 4.1873)
C (-2.4432, 3.4787, 3.4102)
C (-2.0037, 3.4777, 2.0874)
C (-1.3466, 2.3979, 1.5517)
S (-0.6434, 2.4662, -0.0233)
H (-1.3654, 0.3308, 4.1971)
H (-2.5089, 2.2868, 5.2208)
H (-2.9285, 4.3389, 3.8355)
H (-2.1302, 4.3451, 1.4599)

Atomic forces in eV per Å
Au 0.7 0.4 -0.5
C 0.1 0.2 -0.1
C -0.1 -0.2 -0.1
C 0.1 0.3 -0.1
C -0.1 0.2 0.0
C 0.0 0.0 0.1
C 0.0 0.0 0.0
C 0.1 -0.1 -0.1
C -0.3 -0.2 0.0
C 0.0 0.1 0.2
C -0.2 0.0 -0.2
C -0.2 -0.2 -0.1
C 1.2 0.1 0.2
N -0.9 0.8 -0.5
C -0.2 -0.7 0.3
C -0.1 0.0 0.0
C 0.1 -0.1 0.0
C 0.0 0.2 0.0
C 0.0 0.0 0.0
C -0.2 0.3 -0.2
F 0.1 -0.7 0.2
H 0.0 0.0 -0.1
H 0.0 0.0 -0.1
H -0.1 0.0 0.0
H 0.0 -0.1 0.1
H -0.1 -0.1 0.1
H 0.1 -0.1 0.0
H 0.0 -0.1 -0.1
H 0.0 -0.1 -0.1
H 0.1 0.0 0.0
H 0.0 0.0 0.1
H 0.1 0.1 0.1
H 0.1 0.0 0.1
H 0.1 -0.1 0.0
H 0.0 0.0 0.1
H 0.1 0.1 0.1
H 0.0 0.1 0.1
H 0.0 0.1 0.0
H 0.1 0.0 0.0
H 0.1 0.0 0.0
H -0.1 -0.1 0.0
H -0.1 0.0 0.0
O 0.7 0.5 1.1
N -3.0 1.3 0.3
C 0.7 -0.4 -1.7
C -0.3 1.4 0.2
C 0.7 -1.2 -0.6
C -0.5 0.8 1.7
C 1.7 -2.3 0.0
S -0.2 -0.2 -0.2
H -0.1 -0.1 -0.1
H 0.0 -0.1 0.0
H -0.2 0.1 0.1
H -0.1 0.0 -0.1



Here is C23H25ClN2O8SiV as an isolated structure from the Open Molecules 2025 dataset. Energies are from ωB97M-V/def2-TZVPD.

Computed properties:
net charge = 0
multiplicity = 2
maximum force = 0.9 eV Å⁻¹
orbital gap (alpha / beta) = 8.32 / 8.78 eV

CARTESIAN COORDINATES (ANGSTROEM)
V (0.6384, 0.5339, 0.2836)
O (-0.0279, -2.8746, -4.8914)
C (-1.2715, -2.9751, -4.4593)
O (-2.0666, -3.7393, -4.9513)
C (-1.6815, -2.0989, -3.3259)
C (-2.9629, -2.0948, -2.8321)
N (-2.9919, -1.2002, -1.8268)
N (-1.8178, -0.6113, -1.6216)
C (-1.0030, -1.1460, -2.5163)
C (0.4161, -0.7048, -2.5034)
O (1.2004, -1.0960, -3.3523)
O (0.7487, 0.0857, -1.5314)
H (0.4865, -2.1940, -4.3869)
H (-3.8210, -2.6689, -3.1406)
H (-3.7729, -0.9274, -1.2478)
C (-1.0076, 3.2498, 1.6752)
Si (-1.3104, 2.0556, 0.2618)
C (-1.3255, 2.9336, -1.3857)
C (-2.9302, 1.1750, 0.5949)
C (-3.0802, 0.3540, 1.7121)
C (-4.2839, -0.2869, 1.9746)
C (-5.3695, -0.1047, 1.1256)
C (-5.2416, 0.7265, 0.0174)
C (-4.0304, 1.3566, -0.2435)
H (-1.8780, 3.9018, 1.8003)
H (-0.1359, 3.8774, 1.4875)
H (-0.8469, 2.7091, 2.6094)
H (-2.1126, 3.6950, -1.4112)
H (-1.4857, 2.2268, -2.2030)
H (-0.3679, 3.4328, -1.5489)
H (-2.2399, 0.2038, 2.3830)
H (-4.3776, -0.9288, 2.8423)
H (-6.3110, -0.5987, 1.3307)
H (-6.0872, 0.8869, -0.6408)
H (-3.9425, 1.9876, -1.1239)
C (3.4948, -2.4539, -0.7118)
C (3.8579, -1.4596, 0.3577)
C (4.8478, -0.5092, 0.1609)
C (5.1447, 0.4179, 1.1500)
Cl (6.3640, 1.6218, 0.8605)
C (4.4671, 0.4095, 2.3502)
C (3.4635, -0.5269, 2.5610)
C (3.1667, -1.4561, 1.5765)
O (2.1902, -2.4174, 1.6863)
C (1.1041, -2.2029, 2.5741)
C (0.3389, -1.0295, 1.9711)
O (0.4403, 0.1474, 2.4153)
O (-0.1843, -1.1931, 0.8197)
H (4.1447, -2.3416, -1.5775)
H (2.4649, -2.3104, -1.0415)
H (3.5739, -3.4763, -0.3388)
H (5.3865, -0.4834, -0.7785)
H (4.7061, 1.1361, 3.1161)
H (2.9134, -0.4970, 3.4890)
H (1.4050, -2.0030, 3.5998)
H (0.5038, -3.1053, 2.5321)
C (2.5254, 2.9563, 0.8702)
O (1.7235, 1.8664, 0.5125)
H (3.3378, 3.0715, 0.1543)
H (2.9623, 2.8175, 1.8581)
H (1.9485, 3.8797, 0.8786)

Atomic forces in eV per Å
V 0.3 0.9 -0.1
O 0.2 0.0 -0.1
C -0.3 0.0 0.1
O 0.1 0.1 0.0
C 0.2 0.1 0.1
C -0.1 0.0 0.1
N 0.0 0.0 0.0
N 0.0 0.0 -0.1
C -0.1 0.1 0.1
C -0.2 -0.3 0.0
O 0.1 0.1 -0.1
O 0.2 0.1 0.2
H 0.0 0.0 0.1
H 0.0 0.0 0.0
H 0.0 0.0 0.0
C -0.1 0.0 0.0
Si 0.1 0.0 0.0
C -0.1 0.0 0.0
C 0.0 0.1 0.0
C -0.1 -0.1 0.0
C 0.0 0.0 0.0
C 0.1 0.0 0.0
C -0.1 0.0 0.1
C 0.0 0.0 -0.1
H 0.0 0.0 0.0
H 0.0 0.0 0.0
H 0.0 0.0 0.0
H 0.1 0.0 0.0
H 0.0 0.1 0.0
H 0.0 0.0 0.0
H 0.0 0.0 0.0
H 0.0 0.0 0.0
H 0.0 0.0 0.0
H 0.0 0.0 0.0
H 0.0 0.0 0.1
C 0.1 0.0 0.1
C -0.1 -0.1 -0.1
C 0.0 0.0 0.0
C 0.0 -0.1 -0.1
Cl 0.0 0.0 0.0
C 0.0 0.1 0.1
C 0.0 0.0 0.0
C 0.0 0.2 -0.2
O 0.0 -0.3 0.3
C -0.2 0.3 -0.2
C 0.2 0.1 0.4
O 0.1 -0.4 -0.4
O 0.2 -0.1 -0.2
H 0.0 0.0 0.0
H 0.0 0.0 0.0
H 0.0 0.0 0.0
H 0.0 0.0 0.0
H 0.0 0.0 0.0
H 0.0 0.0 0.0
H 0.1 0.1 0.0
H 0.0 -0.1 0.0
C 0.2 0.1 0.1
O -0.6 -0.5 -0.2
H 0.0 -0.1 -0.1
H -0.1 -0.1 0.1
H -0.2 0.0 -0.1